# 1
DFT (ωB97M-V/def2-TZVPD) results for a 2-piece molecular cluster, C4H9Br2NO2S overall.

Values from the calculation:
HOMO-LUMO gap in eV: 8.41
SMILES string: CCNS(=O)(=O)Br.C=CBr
Net charge: 0
HOMO in eV: -9.16

```
19
C4H9Br2NO2S | OMol25 | ωB97M-V/def2-TZVPD
C -3.4339 -0.3868 -1.0614
C -2.0127 0.0367 -1.0444
N -1.4532 -0.3118 0.3107
S 0.1399 -0.1060 0.5417
O 0.3765 -0.4221 1.9150
O 0.5140 1.1996 0.1589
Br 1.1498 -1.6323 -0.8392
H -3.7113 -0.2866 -0.0581
H -4.0841 0.5038 -1.5178
H -3.6623 -1.3146 -1.3590
H -1.3782 -0.2059 -1.8527
H -1.9881 1.1678 -0.9614
H -1.5704 -1.2851 0.4936
C 3.0400 0.0760 1.3519
C 3.7428 0.9981 0.6502
Br 5.0109 0.6735 -0.7369
H 3.4203 -1.0135 1.1916
H 2.3564 0.2948 2.2183
H 3.5436 2.0146 0.5990
```

These are the natural (NBO) partial charges, in e, on atoms 1 to 5: -0.62 -0.23 -0.81 2.20 -0.91

# 2
DFT (ωB97M-V/def2-TZVPD) results for a 2-piece molecular cluster, CH2Cl2O2 overall.

Values from the calculation:
HOMO-LUMO gap in eV: 11.15
SMILES string: O=C(O)Cl.Cl
Net charge: 0
HOMO in eV: -10.87
ΔE to the lowest compared entry with this formula, charge and spin in kcal per mole: 3.50

```
7
CH2Cl2O2 | OMol25 | ωB97M-V/def2-TZVPD
O -1.1846 0.5744 1.0216
C -1.6014 0.2154 -0.0371
O -1.0520 0.4041 -1.1930
Cl -3.1584 -0.5623 -0.0044
H -0.0650 0.4013 -1.1341
Cl 0.8708 -1.5379 0.2165
H 1.4146 -2.7140 0.2293
```

These are the natural (NBO) partial charges, in e, on atoms 1 to 5: -0.56 0.74 -0.67 -0.03 0.52

# 3
DFT (ωB97M-V/def2-TZVPD) results for C49H43As2Br2MnN6O2 as an isolated structure.

Values from the calculation:
HOMO-LUMO gap (alpha / beta) in eV: 5.26 / 6.65
<S²>: 6.19
Net charge: +2
HOMO (alpha / beta) in eV: -12.19 / -12.19
Multiplicity: 5
ΔE to the lowest compared entry with this formula, charge and spin in kcal per mole: 0.00

```
105
C49H43As2Br2MnN6O2 | OMol25 | ωB97M-V/def2-TZVPD
Mn -0.1444 0.2932 -0.5293
C 1.9485 1.0500 -3.2527
C 2.2105 -0.2485 -2.5573
C 3.2832 -1.0573 -2.9914
C 3.5274 -2.2644 -2.4064
C 2.6835 -2.7275 -1.3711
C 2.8176 -3.9622 -0.6854
Br 4.2276 -5.1335 -1.1145
C 1.9309 -4.3096 0.2947
C 0.8675 -3.4518 0.6357
Br -0.3382 -3.9560 1.9879
C 0.6964 -2.2486 -0.0016
O -0.2974 -1.3962 0.2800
C 1.6284 -1.8825 -0.9983
N 1.4279 -0.6422 -1.5647
H 2.8267 1.6952 -3.1996
H 1.0966 1.5752 -2.8323
H 1.7564 0.8565 -4.3093
H 3.9041 -0.6989 -3.8009
H 4.3541 -2.8801 -2.7348
H 2.0363 -5.2501 0.8170
C 0.0264 -0.1717 3.2246
C -1.4677 -0.1592 2.9232
As -1.9355 0.6522 1.2118
C -3.4886 -0.2633 0.5462
C -3.6577 -1.6264 0.7697
C -4.7392 -2.2865 0.2022
C -5.6455 -1.5931 -0.5874
C -5.4745 -0.2329 -0.8112
C -4.3965 0.4318 -0.2509
C -2.4272 2.4934 1.4829
C -2.5515 3.3195 0.3661
C -2.8972 4.6542 0.5210
C -3.1072 5.1729 1.7938
C -2.9782 4.3537 2.9050
C -2.6398 3.0150 2.7532
As 0.8727 1.5607 2.8264
C 0.9871 2.3524 4.5873
C 0.4381 3.6158 4.7814
C 0.4891 4.2141 6.0346
C 1.0917 3.5504 7.0920
C 1.6461 2.2898 6.9011
C 1.5948 1.6910 5.6525
C 2.7109 1.0033 2.5135
C 2.9711 -0.0689 1.6624
C 4.2649 -0.3374 1.2317
C 5.3152 0.4699 1.6486
C 5.0657 1.5324 2.5076
C 3.7710 1.8014 2.9355
H 0.5109 -0.9331 2.6152
H 0.1889 -0.4326 4.2706
H -2.0374 0.3771 3.6827
H -1.8560 -1.1763 2.8860
H -2.9448 -2.1931 1.3546
H -4.8708 -3.3454 0.3796
H -6.4874 -2.1113 -1.0265
H -6.1843 0.3106 -1.4211
H -4.2818 1.4944 -0.4269
H -2.3765 2.9250 -0.6280
H -3.0150 5.2871 -0.3497
H -3.3816 6.2121 1.9161
H -3.1477 4.7515 3.8967
H -2.5450 2.3983 3.6371
H -0.0324 4.1348 3.9530
H 0.0624 5.1973 6.1837
H 1.1337 4.0150 8.0679
H 2.1203 1.7763 7.7268
H 2.0399 0.7127 5.5083
H 2.1676 -0.7245 1.3447
H 4.4531 -1.1875 0.5867
H 6.3252 0.2613 1.3225
H 5.8841 2.1503 2.8535
H 3.5906 2.6305 3.6104
N -5.0936 0.6592 -5.9163
C -6.1029 0.0713 -6.6476
C -6.9235 0.5479 -7.6686
C -7.8403 -0.3437 -8.1784
C -7.9436 -1.6648 -7.6966
C -7.1311 -2.1287 -6.6900
C -6.1922 -1.2390 -6.1564
N -5.2630 -1.4333 -5.1574
C -4.6339 -0.2940 -5.0445
C -3.5642 -0.0845 -4.0763
C -3.1743 -1.1547 -3.2693
C -2.1941 -0.9644 -2.3268
N -1.5774 0.2180 -2.1422
C -1.9326 1.2404 -2.9303
C -2.9093 1.1352 -3.8975
H -4.7714 1.6051 -6.0158
H -6.8487 1.5591 -8.0451
H -8.5009 -0.0245 -8.9730
H -8.6808 -2.3227 -8.1357
H -7.2027 -3.1413 -6.3180
H -3.6584 -2.1134 -3.3868
H -1.8938 -1.7689 -1.6664
H -1.4116 2.1768 -2.7662
H -3.1485 2.0065 -4.4914
N 2.4619 2.7432 -0.1939
C 1.1610 3.0387 -0.2783
N 0.7443 4.2755 -0.0079
O 0.3152 2.1863 -0.6875
H 3.1008 3.3699 0.2689
H 2.7369 1.7711 -0.2033
H 1.3658 4.9810 0.3485
H -0.2508 4.4353 0.0461
```

These are the Mulliken partial charges, in e, on atoms 1 to 5: 1.81 -1.30 0.94 -1.16 -1.00

# 4
DFT (ωB97M-V/def2-TZVPD) results for H31O16 as an isolated structure.

Values from the calculation:
HOMO-LUMO gap in eV: 8.57
Net charge: -1
HOMO in eV: -6.57
ΔE to the lowest compared entry with this formula, charge and spin in kcal per mole: 140.79

```
47
H31O16 | OMol25 | ωB97M-V/def2-TZVPD
O 3.9762 -1.1273 1.4851
H 4.3288 -0.6958 4.3476
H 2.6089 2.4847 1.9422
O -4.0340 0.2023 -0.5163
H 3.4857 -1.4652 0.7211
H 3.4223 -1.5559 2.0855
O 0.8870 -4.2941 -4.4354
H -3.2956 0.0670 -0.9209
H 1.5969 2.9851 2.6984
O 1.7228 2.7575 1.7502
H -0.5220 2.6097 1.3031
H -3.7816 1.0459 -0.0724
O 3.8814 0.1848 4.5653
H -2.4657 3.8999 -0.3371
H -2.6183 1.2679 -4.7132
O -0.1339 -0.9357 -1.0218
H 0.2419 -1.7255 -0.0602
H -1.4894 -0.2662 1.8989
O -1.3503 3.5697 4.7387
H -1.9980 3.4181 4.0199
H -0.6419 3.2833 4.0928
O 2.9396 -3.7060 0.8648
H 2.3903 -4.4200 0.9864
H 0.0893 -4.4976 -4.1030
O 0.4237 3.3319 -3.3987
H -0.2264 2.6620 -3.5017
O -2.9019 3.3014 -0.9337
H 4.2448 0.9426 3.8701
H -3.7991 3.3364 -0.9701
O 0.6136 -2.5297 0.6884
H 1.3303 -3.6367 -4.0086
H 0.6354 -2.3054 1.6000
O -2.1768 0.9213 -3.9482
H -1.7448 1.8887 0.8378
H -2.5552 -2.5136 -0.2151
O 1.0627 -2.4112 -2.6527
H -0.6026 -0.2918 0.5455
H 0.4763 -0.2744 -1.3082
O -1.9433 -3.2986 0.1560
H -2.7881 1.3427 -3.3174
H 1.1570 -1.8048 -3.3868
O -1.4842 2.7910 1.3103
H 0.9000 3.3326 -2.6271
H 2.3802 -2.8711 0.5614
O -1.2298 0.1884 1.2038
H 0.1550 -2.2886 -2.1795
H -1.1673 -2.8997 0.3547
```

These are the natural (NBO) partial charges, in e, on atoms 1 to 5: -0.93 0.49 0.47 -0.92 0.47

# 5
DFT (ωB97M-V/def2-TZVPD) results for a single C4H7NS2 molecule.

Values from the calculation:
HOMO-LUMO gap in eV: 8.67
SMILES string: C=C(C)C(=S)NS
Net charge: 0
HOMO in eV: -8.66
ΔE to the lowest compared entry with this formula, charge and spin in kcal per mole: 62.61

```
14
C4H7NS2 | OMol25 | ωB97M-V/def2-TZVPD
C -0.4813 1.1015 -1.2476
C 0.1771 0.5424 -0.2199
C 1.0643 1.1579 0.7302
C 0.4040 -0.9324 -0.3548
S 1.9513 -1.7172 -0.2881
N -0.6891 -1.6500 -0.2150
S -2.1437 -1.1102 0.0432
H -0.6417 2.1717 -0.9727
H -1.0363 0.5204 -1.8884
H 2.1509 0.9041 0.4178
H 0.8941 2.2150 0.7877
H 0.9050 0.5845 1.7860
H -0.3069 -2.7072 -0.0823
H -2.2477 -1.0803 1.5039
```

These are the natural (NBO) partial charges, in e, on atoms 1 to 5: -0.35 -0.08 -0.64 0.18 -0.21

# 6
DFT (ωB97M-V/def2-TZVPD) results for a single C2HFI2O molecule.

Values from the calculation:
HOMO-LUMO gap (alpha / beta) in eV: 8.12 / 6.01
Net charge: 0
HOMO (alpha / beta) in eV: -10.14 / -9.37
ΔE to the lowest compared entry with this formula, charge and spin in kcal per mole: 39.91

```
7
C2HFI2O | OMol25 | ωB97M-V/def2-TZVPD
C 0.6945 -0.4832 -1.1777
C -0.1006 0.5481 -0.6195
O 0.8537 -0.4987 -2.3776
F -1.0598 1.2071 -1.2088
I -1.3455 -0.5164 4.2680
I -0.1968 0.7365 1.4344
H 1.1545 -0.9935 -0.3187
```

These are the natural (NBO) partial charges, in e, on atoms 1 to 5: 0.21 0.23 -0.46 -0.29 -0.11

Number 1: energy -160796.5691 eV. Number 2: energy -30209.3895 eV. Number 3: energy -357620.6114 eV. Number 4: energy -33261.7241 eV. Number 5: energy -27419.1307 eV. Number 6: energy -23053.3474 eV.